[1]
The following is a DFT calculation (wB97M-V/def2-TZVPD) of a structure of composition C4H5NO at a distorted geometry.

For the molar mass, the calculation gives 83.09 u. For the HOMO-LUMO gap, the calculation gives 0.34116 Ha. The energy relative to the best compared isomer or geometry (same formula, charge and spin) is 106.5 kcal/mol. For the LUMO energy, the calculation gives 0.0 eV. As for the total charge: 0.

Each line ends with the natural charge from an NBO analysis.
Atoms and positions in Å:
O -0.05466 -1.65631 1.91514  -0.49
N -0.85818 -0.69332 0.03838  -0.63
C 1.34984 -0.02921 0.98202  -0.12
C -1.18623 0.41174 -0.75495  -0.36
C 0.14359 -0.80953 1.08890  0.60
C 1.82137 0.66794 0.07723  -0.17
H 0.13608 0.95416 -0.93678  0.11
H -1.54711 1.20604 -0.09453  0.21
H -1.62874 0.09721 -1.73393  0.23
H 2.62379 1.36036 -0.02855  0.24
H -0.79976 -1.50907 -0.55295  0.39

---

[2]
The following is a DFT calculation (wB97M-V/def2-TZVPD) of a cluster of 2 separate species, C4H11NS in total.

For the molar mass, the calculation gives 105.21 u. For the HOMO-LUMO gap (alpha / beta), the calculation gives 0.25154 / 0.22754 Ha. The spin multiplicity is 2. The energy relative to the best compared isomer or geometry (same formula, charge and spin) is 0.9 kcal/mol. For the LUMO energy (alpha / beta), the calculation gives 4.0 / 3.8 eV. As for the total charge: -1.

Each line ends with the Mulliken spin population.
Atoms and positions in Å:
S 1.91659 1.67418 -1.26586  1.01
N -1.76855 -0.44939 1.57523  0.00
C -1.11636 1.02533 -0.36010  0.00
C -0.73265 -0.09496 0.59031  -0.01
C -0.30643 -1.35739 -0.17381  -0.01
C 0.41752 -2.37311 0.69764  0.00
H -1.78154 0.72460 -1.17402  0.00
H 0.16216 0.21461 1.13534  0.00
H -1.81593 0.24287 2.31444  0.00
H 0.33087 -1.04032 -0.99664  0.01
H 1.31338 -1.93224 1.13860  0.00
H -0.17350 -2.80595 1.50479  0.00
H 0.76579 -3.20031 0.06746  0.00
H -1.53848 1.86471 0.19031  0.00
H -2.68741 -0.51976 1.16497  0.00
H -0.15995 1.39301 -0.79730  0.00
H -1.19469 -1.83085 -0.62012  0.00

---

[3]
The following is a DFT calculation (wB97M-V/def2-TZVPD) of a cluster of 8 separate species, C17H50O8 in total at a distorted geometry.

The SMILES is CC(C)O.CC(C)O.CC(C)O.CC(C)O.CC(C)O.CCO.O.O. For the molar mass, the calculation gives 382.58 u. For the HOMO-LUMO gap, the calculation gives 0.36725 Ha. The energy relative to the best compared isomer or geometry (same formula, charge and spin) is 57.2 kcal/mol. For the LUMO energy, the calculation gives 0.2 eV. As for the total charge: 0.

Each line ends with the Löwdin charge.
Atoms and positions in Å:
O -1.43409 5.70218 1.66256  -0.03
O 0.25758 0.65510 -0.47980  -0.06
O -4.92236 -1.10729 -2.18826  -0.11
O 1.71760 -0.24149 4.86466  -0.03
O 4.49990 1.12213 1.11769  -0.08
O -2.81821 -2.25403 1.25509  -0.05
O -1.96686 -1.47975 -5.43451  -0.08
O 0.96423 -4.40335 0.15434  -0.06
C 1.10354 -6.40527 1.37367  -0.06
C 5.80727 1.34540 0.53037  -0.49
C 5.74870 2.58213 -0.30388  -0.06
C -2.02332 -1.14025 -6.84822  -0.46
C -0.12278 -1.29821 5.57287  -0.08
C -0.82715 6.88605 1.87894  -0.54
C -0.30275 1.09439 4.74853  -0.03
C -1.98356 0.37989 -6.88365  -0.08
C 0.44352 7.14510 0.98873  -0.04
C 3.21941 -5.14251 0.48663  -0.05
C -6.24327 -3.06148 -2.54806  -0.08
C 6.64841 1.47548 1.77408  -0.07
C -3.29664 -1.60368 -7.53862  -0.06
C -0.60741 6.91961 3.39203  -0.06
C 1.79165 -5.06227 1.07454  -0.50
C -6.28062 -1.49783 -2.37425  -0.28
C 0.39478 -0.31903 4.58536  -0.55
H -5.48258 -3.59527 -1.97841  0.06
H 3.74524 1.22335 0.53302  0.08
H -3.47626 -2.64164 -7.25847  0.08
H 1.01149 8.00258 1.34963  0.07
H 7.62603 1.92804 1.60812  0.08
H -0.00739 1.68428 3.88084  0.07
H -1.54594 0.69488 -7.83094  0.07
H -4.13762 -0.99801 -7.20095  0.08
H -0.56069 0.88547 -0.91978  0.03
H -1.37863 1.01288 4.90330  0.07
H 6.11472 0.45912 -0.02470  0.13
H -3.15451 -1.49914 -8.61425  0.08
H 0.18910 7.44393 -0.02815  0.07
H 1.03835 6.23297 0.94083  0.07
H -0.80199 4.99082 1.53604  0.10
H 6.85448 0.48219 2.17281  0.08
H 0.57047 -0.12036 -0.94561  0.03
H 0.45006 -2.20348 5.37179  0.08
H -4.45280 -1.59188 -1.50541  0.07
H -1.93056 -2.59198 1.13630  0.02
H 6.16429 2.13606 2.49335  0.09
H 3.64516 -4.14464 0.38135  0.08
H 0.08150 -0.96779 6.59131  0.09
H -2.90559 0.95937 -6.93015  0.08
H -1.12120 -1.60114 -7.25052  0.14
H 0.22265 -0.75105 3.59954  0.13
H -1.46381 7.73245 1.62131  0.13
H 1.79034 -4.56336 2.04366  0.13
H 0.33352 -6.31529 2.13988  0.08
H -5.93892 -3.24799 -3.57797  0.06
H -1.39165 0.73750 -6.04112  0.08
H -7.23905 -3.47368 -2.38498  0.06
H 2.19492 0.03115 4.07762  0.10
H 0.77849 -6.87351 0.44457  0.08
H -6.82614 -1.10702 -1.51531  0.10
H -3.25166 -2.90624 1.80552  0.03
H -1.18394 -1.50542 5.43467  0.08
H 4.83264 2.59241 -0.89452  0.08
H 6.62096 2.86063 -0.89523  0.08
H 5.65008 3.39655 0.41383  0.08
H -1.59970 6.88859 3.84204  0.08
H -6.77341 -1.12609 -3.27262  0.11
H 3.12099 -5.56007 -0.51539  0.08
H -2.60514 -1.03354 -4.87316  0.08
H 0.02062 1.56901 5.67496  0.07
H 0.86461 -5.03575 -0.56103  0.08
H -0.29663 7.93919 3.61999  0.07
H 1.84781 -7.13402 1.69476  0.07
H 3.93097 -5.74070 1.05579  0.08
H 0.05872 6.15463 3.79100  0.08

---

[4]
The following is a DFT calculation (wB97M-V/def2-TZVPD) of a structure of composition C19H29AsF6K2N7O6 at a distorted geometry.

For the molar mass, the calculation gives 718.59 u. For the HOMO-LUMO gap (alpha / beta), the calculation gives 0.12960 / 0.23940 Ha. The spin multiplicity is 2. For the LUMO energy (alpha / beta), the calculation gives -0.9 / -0.9 eV. As for the total charge: 0.

Each line ends with the Mulliken spin population.
Atoms and positions in Å:
As -0.83002 -0.04066 0.56320  -0.02
K -1.21315 1.93034 3.80411  0.29
K -3.75404 -2.05746 3.45259  0.80
F 0.13448 -0.73015 1.90420  0.00
F -1.68499 0.59614 -0.90081  0.02
F 0.57995 0.92581 0.00076  0.00
F -2.22284 -1.01327 1.16242  -0.13
F -1.45374 1.38881 1.42469  -0.01
F -0.37935 -1.45314 -0.49341  0.02
O -5.24223 -0.88658 0.13068  -0.02
O -0.77809 -4.42031 -3.45453  0.00
O 1.17726 -1.92320 -4.38747  0.00
O -4.74774 -1.62922 -1.84050  0.00
O 2.82566 -1.09087 -3.16459  0.00
O -2.13484 -5.99349 -2.95417  0.00
N -1.70751 -4.84117 -2.85025  0.00
N 1.61441 -1.15914 -3.51985  0.00
N 0.13064 4.49723 1.39908  0.00
N 1.48409 -3.49636 -0.10011  0.01
N -2.30710 3.53727 -0.75797  -0.01
N 3.51178 -1.79505 1.94634  0.00
N -4.90823 -0.75350 -1.04797  0.01
C -4.80545 0.65511 -1.55536  0.00
C 4.76607 -2.02199 2.43045  0.00
C -2.15817 5.70415 -1.02690  0.00
C 4.68210 0.07788 1.79730  0.00
C 2.46369 -3.74663 -1.04975  0.00
C -0.02468 4.75831 2.74541  0.00
C -1.62574 4.51649 -1.46400  0.00
C -2.93330 5.42478 0.12794  0.00
C 3.45914 -0.51991 1.52425  0.01
C -2.33162 -3.96409 -1.82967  -0.01
C 5.49931 -0.85002 2.41666  0.00
C 3.34022 -4.62446 -0.42784  0.00
C -2.96545 4.09656 0.30882  0.01
C 1.22356 3.74121 1.27369  0.00
C 1.74342 3.46488 2.52755  0.01
C 0.68532 -0.05112 -3.04597  0.00
C 2.67165 -5.06219 0.78186  0.00
C 0.91443 4.09335 3.46697  0.01
C 1.56314 -4.33553 0.96166  -0.01
H 5.07076 -2.99292 2.79219  0.00
H -3.21775 -3.50448 -2.26741  0.00
H 6.53467 -0.68020 2.67276  0.00
H 1.62113 3.31563 0.36417  0.00
H 1.22869 0.48213 -2.26591  0.00
H 4.16251 -5.08383 -0.95624  0.00
H -0.23039 -0.59380 -2.81129  0.00
H -0.94944 4.32181 -2.28322  0.00
H 0.61398 0.59228 -3.92293  0.00
H -0.80597 5.40227 3.12130  0.00
H -3.27169 3.46739 1.13148  0.01
H -1.58660 -3.22364 -1.53847  0.00
H -2.35158 -4.57856 -0.92960  0.00
H -2.10668 2.54770 -0.78411  0.00
H 2.61712 2.84811 2.67803  0.00
H -5.56699 0.82454 -2.31657  0.00
H 5.03530 1.09520 1.71539  0.00
H 2.57335 -0.21668 0.98589  -0.01
H 2.52319 -3.30865 -2.03517  0.00
H -1.95652 6.71732 -1.34191  0.00
H 0.67999 -4.49773 1.56178  0.01
H -0.38184 4.80348 0.58442  0.00
H -3.86380 0.90508 -2.04415  0.00
H -3.25511 6.18613 0.82305  0.00
H 3.01854 -5.96266 1.26685  0.00
H 0.75878 -2.80443 -0.22365  0.00
H 1.08685 4.07547 4.53296  0.00
H 2.72734 -2.43120 1.93832  0.00
H -4.96999 1.34514 -0.72778  0.00

---

[5]
The following is a DFT calculation (wB97M-V/def2-TZVPD) of a cluster of 2 separate species, C8H14N in total at a distorted geometry.

For the molar mass, the calculation gives 124.21 u. For the HOMO-LUMO gap, the calculation gives 0.35944 Ha. The energy relative to the best compared isomer or geometry (same formula, charge and spin) is 44.5 kcal/mol. For the LUMO energy, the calculation gives -4.3 eV. As for the total charge: +1.

Each line ends with the natural charge from an NBO analysis.
Atoms and positions in Å:
N -0.12942 0.33713 0.14534  -0.46
C -0.15491 -0.39977 2.80324  -0.44
C 0.80931 0.57740 -0.92450  -0.24
C -0.45131 -0.16305 -1.17213  -0.04
C -1.70102 1.94466 -1.93862  -0.62
C 1.45656 -1.67156 1.23984  -0.38
C -1.62732 0.42110 -1.92421  -0.42
C 2.56449 -1.96835 1.92373  -0.21
C 0.48697 -0.78198 1.74773  0.34
H 2.77990 -1.51747 2.87839  0.22
H 1.74197 0.03178 -0.87070  0.23
H -1.83012 2.36091 -0.94093  0.19
H -0.00257 -0.92568 3.73692  0.28
H -0.65976 1.12131 0.50891  0.42
H 1.25136 -2.14247 0.28851  0.24
H -2.55980 2.24944 -2.52961  0.25
H 0.92190 1.59704 -1.26408  0.24
H -0.81931 2.38447 -2.39767  0.21
H -1.56022 0.05803 -2.95125  0.24
H -2.54551 0.01550 -1.49385  0.23
H -0.86067 0.41095 2.84286  0.26
H -0.37682 -1.24171 -1.26511  0.23
H 3.26632 -2.69768 1.55721  0.23